(1)
# C35H39BrF6N2O2SbSe2SiSn

C35H39BrF6N2O2SbSe2SiSn as an isolated structure (ωB97M-V with the def2-TZVPD basis set, the Open Molecules 2025 dataset).

Atoms and positions in Å:
Sn: 1.912 -0.523 -0.134
C: -0.778 3.602 0.927
Se: 0.742 3.067 -0.157
C: 1.458 4.861 -0.459
C: 2.253 5.419 0.712
Se: 4.155 4.982 0.725
C: 4.098 3.037 0.770
H: -1.510 4.136 0.323
H: -0.449 4.213 1.767
H: -1.220 2.682 1.312
H: 0.605 5.504 -0.685
H: 2.072 4.802 -1.357
H: 1.822 5.115 1.663
H: 2.259 6.512 0.688
H: 3.462 2.684 1.576
H: 5.123 2.717 0.942
H: 3.747 2.625 -0.171
C: 0.549 -1.470 -3.966
C: 0.585 -2.562 -2.937
C: 0.125 -3.841 -3.210
C: 0.205 -4.796 -2.198
C: 0.724 -4.476 -0.965
C: 1.178 -3.156 -0.745
N: 1.087 -2.250 -1.743
N: 1.693 -2.651 0.399
Si: 2.187 -3.592 1.765
C: 0.741 -4.325 2.709
C: 3.238 -2.566 2.921
C: 3.303 -5.011 1.206
H: -0.254 -1.635 -4.683
H: 1.487 -1.434 -4.522
H: 0.404 -0.507 -3.476
H: -0.274 -4.080 -4.185
H: -0.154 -5.803 -2.380
H: 0.763 -5.207 -0.169
H: 0.110 -3.509 3.058
H: 1.091 -4.899 3.573
H: 0.140 -4.991 2.084
H: 2.650 -1.817 3.440
H: 4.034 -2.053 2.377
H: 3.704 -3.227 3.659
H: 2.813 -5.717 0.532
H: 3.656 -5.568 2.079
H: 4.178 -4.613 0.686
F: 4.306 -3.415 -7.729
Sb: 3.741 -2.359 -9.195
F: 5.292 -2.878 -10.162
F: 4.684 -0.867 -8.507
F: 3.183 -1.311 -10.678
F: 2.188 -1.841 -8.243
F: 2.804 -3.848 -9.906
Br: 1.883 4.909 4.579
C: 0.667 3.465 4.306
C: -0.626 3.584 4.788
C: -1.499 2.520 4.608
C: -1.072 1.363 3.974
C: 0.221 1.269 3.478
C: 1.098 2.336 3.634
C: 0.660 0.000 2.756
O: 0.007 -1.025 2.938
O: 1.701 0.142 2.027
H: -0.939 4.488 5.293
H: -2.517 2.595 4.969
H: -1.733 0.519 3.841
H: 2.098 2.259 3.232
C: -0.263 -0.123 -0.122
C: -1.449 0.184 -0.067
C: -2.793 0.513 0.100
C: -3.437 0.078 1.344
C: -4.457 0.815 1.963
C: -5.014 0.394 3.160
C: -4.572 -0.775 3.768
C: -3.548 -1.504 3.176
C: -2.978 -1.080 1.988
C: -3.485 1.241 -0.955
C: -4.882 1.219 -1.101
C: -5.501 1.898 -2.137
C: -4.751 2.614 -3.061
C: -3.365 2.628 -2.943
C: -2.740 1.950 -1.913
H: -4.789 1.743 1.516
H: -5.790 0.989 3.626
H: -5.009 -1.103 4.703
H: -3.169 -2.400 3.652
H: -2.147 -1.626 1.558
H: -5.481 0.637 -0.415
H: -6.580 1.854 -2.233
H: -5.237 3.141 -3.872
H: -2.764 3.168 -3.665
H: -1.660 1.959 -1.828

## Properties
- HOMO-LUMO gap (alpha / beta): 6.21 / 6.35 eV
- Multiplicity: 2
- <S²>: 0.785
- Charge: -2
- LUMO level (alpha / beta): 3.294 / 2.873 eV
- Strongest force on any atom: 0.003 Eh/bohr



(2)
# C24H19AgN4O2S

C24H19AgN4O2S as an isolated structure (ωB97M-V with the def2-TZVPD basis set, the Open Molecules 2025 dataset).

Atoms and positions in Å:
Ag: -0.498 -0.238 -1.677
N: -1.117 0.934 2.943
C: -0.146 1.915 3.056
C: 0.893 2.100 3.957
C: 1.707 3.201 3.749
C: 1.494 4.072 2.674
C: 0.455 3.879 1.783
C: -0.387 2.793 1.991
N: -1.461 2.342 1.230
C: -1.826 1.236 1.794
C: -2.827 0.283 1.302
C: -3.643 -0.491 2.073
S: -4.448 -1.633 1.084
C: -3.649 -0.977 -0.300
N: -2.860 0.007 -0.037
H: -1.018 -0.009 3.276
H: 1.079 1.403 4.766
H: 2.551 3.369 4.409
H: 2.195 4.875 2.490
H: 0.355 4.492 0.899
H: -3.781 -0.443 3.140
H: -3.720 -1.414 -1.287
C: 0.758 -2.934 0.045
C: -0.626 -3.111 -0.513
O: -1.608 -2.919 0.183
C: -0.773 -3.571 -1.932
C: -0.202 -4.787 -2.284
C: -0.407 -5.377 -3.525
C: -1.201 -4.695 -4.446
C: -1.751 -3.467 -4.140
C: -1.544 -2.826 -2.883
O: -1.996 -1.642 -2.670
H: 0.759 -3.157 1.112
H: 1.027 -1.863 -0.087
H: 1.495 -3.539 -0.482
H: 0.406 -5.303 -1.546
H: 0.041 -6.333 -3.768
H: -1.382 -5.127 -5.427
H: -2.342 -2.928 -4.872
N: 1.106 0.254 -0.491
C: 1.733 1.391 -0.522
C: 1.461 2.526 -1.407
C: 2.189 3.692 -1.394
C: 3.253 3.911 -0.502
C: 3.552 2.854 0.377
C: 2.849 1.675 0.384
H: 0.633 2.405 -2.103
H: 1.917 4.479 -2.098
H: 3.827 4.831 -0.509
H: 4.367 2.975 1.092
H: 3.105 0.890 1.091

## Properties
- HOMO-LUMO gap: 3.33 eV
- Multiplicity: 1
- Charge: -2
- LUMO level: 4.194 eV
- Strongest force on any atom: 0.005 Eh/bohr



(3)
# C25H75AgN13O13

C25H75AgN13O13 as an isolated structure in a non-equilibrium geometry (ωB97M-V with the def2-TZVPD basis set, the Open Molecules 2025 dataset).

Atoms and positions in Å:
Ag: 0.684 -1.755 -2.363
O: 0.004 0.638 -2.073
C: 0.495 1.050 -0.825
C: 0.158 0.117 0.334
O: 0.671 -1.159 0.390
H: 0.089 2.053 -0.596
H: 1.581 1.204 -0.904
H: -0.955 0.077 0.399
H: 0.338 0.595 1.321
C: 2.284 -5.022 -1.205
C: 0.796 -5.237 -1.360
C: 0.184 -6.085 -0.253
O: 0.580 -7.451 -0.298
C: -0.092 -8.184 -1.283
N: 0.189 -3.886 -1.337
H: 2.888 -5.929 -1.168
H: 2.513 -4.391 -0.343
H: 2.682 -4.432 -2.039
H: 0.674 -5.776 -2.305
H: -0.905 -5.987 -0.247
H: 0.553 -5.717 0.704
H: -0.499 -7.633 -2.136
H: -0.836 -8.934 -0.984
H: 0.667 -8.853 -1.721
H: 0.318 -3.429 -0.427
H: -0.825 -4.020 -1.359
C: 5.147 3.586 0.241
C: 4.942 2.279 1.009
C: 4.341 2.594 2.389
O: 5.236 3.357 3.152
C: 4.827 3.692 4.437
N: 4.039 1.463 0.212
H: 4.149 4.014 0.104
H: 5.554 3.315 -0.735
H: 5.757 4.366 0.690
H: 5.843 1.688 1.174
H: 3.977 1.686 2.884
H: 3.460 3.216 2.158
H: 4.873 2.819 5.103
H: 3.790 4.047 4.474
H: 5.459 4.449 4.898
H: 3.154 1.925 0.015
H: 3.758 0.654 0.773
C: -3.494 1.773 1.069
C: -3.704 2.237 -0.353
C: -5.024 2.998 -0.581
O: -6.105 2.218 -0.133
C: -7.358 2.759 -0.438
N: -2.668 3.147 -0.810
H: -3.480 2.551 1.834
H: -2.548 1.226 1.143
H: -4.294 1.064 1.295
H: -3.848 1.350 -0.989
H: -5.012 3.121 -1.675
H: -4.999 3.981 -0.095
H: -8.071 2.205 0.174
H: -7.621 2.676 -1.500
H: -7.505 3.819 -0.191
H: -2.832 3.597 -1.704
H: -1.810 2.621 -0.960
C: 0.030 4.473 2.814
C: -0.215 3.110 3.420
O: 0.073 3.167 4.819
H: 1.074 4.765 2.962
H: -0.590 5.234 3.291
H: -0.135 4.528 1.735
H: 0.446 2.400 2.905
H: -1.211 2.711 3.217
H: 1.001 2.956 4.946
C: -2.555 -0.148 3.689
C: -3.036 0.750 4.819
O: -2.057 0.895 5.838
H: -2.017 0.313 2.855
H: -3.465 -0.519 3.207
H: -1.965 -0.984 4.058
H: -3.855 0.224 5.312
H: -3.419 1.702 4.435
H: -1.273 1.289 5.435
C: 5.340 -1.906 1.542
C: 3.887 -1.987 1.068
O: 3.150 -1.019 1.821
H: 5.696 -0.877 1.480
H: 5.972 -2.510 0.891
H: 5.316 -2.216 2.586
H: 3.495 -2.987 1.264
H: 3.850 -1.770 -0.006
H: 2.272 -1.050 1.352
C: 2.939 2.584 -4.111
O: 3.612 3.171 -4.986
N: 2.015 1.567 -4.393
N: 3.257 2.663 -2.765
H: 1.329 1.421 -3.654
H: 1.777 1.391 -5.349
H: 2.975 2.019 -2.056
H: 3.934 3.363 -2.518
C: -2.409 2.212 -4.192
O: -3.286 2.677 -4.922
N: -2.597 1.133 -3.344
N: -1.176 2.806 -3.969
H: -1.832 0.669 -2.876
H: -3.418 0.569 -3.491
H: -0.958 3.666 -4.436
H: -0.612 2.477 -3.190
C: -0.777 -1.550 -5.202
O: -0.981 -2.253 -4.192
N: -0.243 -0.279 -5.134
N: -1.088 -1.948 -6.482
H: -0.209 0.145 -4.212
H: -0.176 0.313 -5.935
H: -1.411 -2.890 -6.604
H: -0.913 -1.366 -7.273
C: -0.582 -3.447 3.223
O: -0.444 -4.325 4.093
N: 0.411 -2.509 3.037
N: -1.644 -3.317 2.357
H: 0.579 -1.903 2.236
H: 1.045 -2.381 3.804
H: -2.336 -4.044 2.355
H: -1.454 -2.782 1.524
C: -3.268 -2.175 -0.908
O: -4.157 -2.931 -1.320
N: -2.316 -1.687 -1.756
N: -3.157 -1.811 0.401
H: -2.382 -1.935 -2.728
H: -1.689 -0.915 -1.548
H: -2.466 -1.171 0.749
H: -3.874 -2.115 1.029

## Properties
- HOMO-LUMO gap: 7.77 eV
- Multiplicity: 1
- Charge: -1
- LUMO level: 1.894 eV
- Strongest force on any atom: 0.047 Eh/bohr



(4)
# C16H32Br10FNO4S

C16H32Br10FNO4S as an isolated structure in a non-equilibrium geometry (ωB97M-V with the def2-TZVPD basis set, the Open Molecules 2025 dataset).

Atoms and positions in Å:
C: 1.043 1.928 2.875
C: 0.618 3.129 1.844
C: -0.456 2.640 0.659
C: 0.181 1.487 -0.323
N: 0.189 0.088 0.254
C: 0.752 -0.781 -0.884
C: 2.371 -0.633 -1.090
O: 2.990 0.324 -1.813
O: 3.275 -1.655 -0.484
S: -1.402 -0.465 0.714
O: -2.483 -0.020 -0.341
O: -1.546 -2.009 0.832
F: -1.938 0.164 2.256
H: 0.456 0.925 2.744
H: 2.206 1.683 2.770
H: 0.912 2.372 3.975
H: 0.011 3.933 2.483
H: 1.541 3.704 1.390
H: -1.521 2.398 1.081
H: -0.594 3.608 -0.026
H: -0.455 1.528 -1.332
H: 1.260 1.885 -0.637
H: 0.521 -1.921 -0.756
H: 0.244 -0.458 -1.912
H: 4.235 -1.392 -0.604
Br: 6.636 -1.582 -6.370
C: 5.180 -0.809 -5.328
C: 5.701 -0.113 -4.093
Br: 6.187 -1.399 -2.710
H: 4.480 -1.620 -5.107
H: 4.699 -0.093 -6.001
H: 4.922 0.508 -3.642
H: 6.586 0.502 -4.281
Br: -4.464 1.441 5.323
C: -3.903 -0.406 5.047
C: -4.917 -1.376 5.608
Br: -4.789 -1.485 7.551
H: -2.911 -0.508 5.495
H: -3.821 -0.519 3.963
H: -4.718 -2.390 5.253
H: -5.951 -1.108 5.371
Br: -8.908 -3.902 8.673
C: -8.118 -4.963 7.240
C: -6.617 -4.791 7.195
Br: -6.126 -3.086 6.386
H: -8.616 -4.668 6.312
H: -8.380 -5.999 7.475
H: -6.161 -5.551 6.556
H: -6.147 -4.823 8.183
Br: 1.129 6.170 1.023
C: 1.752 6.821 -0.706
C: 1.009 6.155 -1.841
Br: 1.656 4.340 -2.141
H: 2.832 6.656 -0.739
H: 1.552 7.896 -0.694
H: 1.192 6.681 -2.783
H: -0.070 6.086 -1.673
Br: 4.076 -1.605 -6.999
C: 3.427 -2.317 -8.695
C: 3.003 -3.761 -8.556
Br: 4.549 -4.948 -8.495
H: 4.223 -2.168 -9.430
H: 2.572 -1.688 -8.959
H: 2.432 -4.081 -9.432
H: 2.415 -3.955 -7.654

## Properties
- HOMO-LUMO gap: 5.81 eV
- Multiplicity: 1
- LUMO level: -1.596 eV
- Strongest force on any atom: 0.236 Eh/bohr